Density functional theory data (ωB97M-V/def2-TZVPD) for a single C5H9N molecule in a non-equilibrium geometry.

ORCA input file:
```
! RIJCOSX wB97M-V def2-TZVPD def2/J DEFGRID3
* xyz 0 1
H -0.11 0.08 -2.06
N 0.91 0.05 -2.17
C 0.92 0.23 -0.92
C 1.87 0.28 0.24
C 0.65 -0.07 1.12
C -0.36 0.31 0.03
C -1.63 -0.58 -0.08
H 2.72 -0.41 0.23
H 2.22 1.30 0.38
H 0.57 0.46 2.06
H 0.59 -1.16 1.27
H -0.70 1.36 0.11
H -2.21 -0.55 0.86
H -2.34 -0.27 -0.86
H -1.38 -1.63 -0.26
*
```

Summary:
- structure (SMILES) = [H]/N=C1/CC[C@@H]1C
- HOMO energy (Eh) = -0.361
- frontier orbital gap (eV) = 10.842
- relative energy (zero: lowest compared OMol25 entry of this formula, charge and spin) (kcal/mol) = 41.6
- E_tot (eV) = -6819.190

Löwdin population analysis, charges in e, atoms 1 to 2: H 0.04; N 0.17